# 1
Formula: C24H34CaN3O15
Source: OMol25
Level of theory: the ωB97M-V functional and the def2-TZVPD basis

The value obtained for the highest occupied orbital energy is -0.3782 Eh. As for the charge: +1. As for the relative energy (zero: lowest compared OMol25 entry of this formula, charge and spin): 0.0000 eV. For the LUMO energy, the calculation gives -5.03 eV.

Each line ends with the Löwdin charge.
Element x y z (Å)
Ca -3.3576 2.2759 0.5603  1.73
O -2.3067 -4.7391 -2.1222  0.08
O -0.2344 3.0789 -5.3715  0.08
O -1.3925 1.5419 -0.5224  -0.17
O 2.6494 -1.0852 0.4448  0.03
O 4.7302 -1.3907 1.0621  0.08
O 3.1796 -2.9251 1.6323  0.16
O 0.3441 0.8999 0.6057  0.12
O -5.0236 -1.2100 2.9505  0.13
O -2.2227 2.3040 -4.7618  0.08
O -4.0545 -3.3278 -2.1290  0.16
O -1.6385 1.0199 1.5177  -0.16
O -4.3458 0.4255 1.5849  -0.05
O -2.0173 -2.6280 -1.4886  0.06
O -3.1326 -1.4265 1.8326  0.11
O -2.0680 3.7313 -6.4885  0.18
N 0.5708 0.5047 3.8334  0.01
N 2.2623 4.2488 -2.1329  0.00
N -0.8270 1.1118 0.5476  -0.54
C 0.0224 2.4033 -4.1391  -0.07
C -2.1831 -2.8749 3.5437  0.00
C 0.6021 0.5491 6.0553  -0.11
C -0.9371 -4.7033 -1.6769  -0.05
C -3.2718 -2.7012 2.5021  -0.28
C -2.9025 -3.5546 -1.9487  -0.58
C -0.1334 -2.8951 -0.0099  -0.01
C -1.5557 3.1077 -5.6219  -0.57
C -4.1893 -0.6825 2.0836  -0.56
C -1.3264 1.7692 -3.7838  -0.32
C 1.7984 -0.0740 5.5813  -0.10
C -0.7164 -3.2128 -1.3739  -0.31
C -1.3659 0.2623 -3.8148  -0.02
C 3.4863 -1.9065 1.1083  -0.59
C 5.8991 -0.0827 -0.5431  -0.02
C 0.4349 5.1185 -1.2535  -0.13
C 0.7591 5.8497 -2.4187  -0.10
C 1.8919 5.2915 -2.9482  -0.12
C 3.3466 -0.0154 -0.1634  -0.10
C 1.4171 4.1774 -1.0542  -0.14
C -0.1689 0.8025 4.9588  -0.16
C -4.6948 -2.6105 3.0844  -0.03
C 1.7013 -0.1777 4.2203  -0.12
C 4.7550 -0.0748 0.4303  -0.28
H 0.2269 6.7163 -2.7729  0.10
H -5.3819 -3.1717 2.4567  0.14
H -0.0665 -2.7969 -2.1453  0.15
H -2.3267 -2.1590 4.3534  0.10
H 0.8011 1.6598 -4.3259  0.14
H -0.4473 -3.5605 0.7977  0.08
H 2.5161 5.6018 -3.7677  0.12
H -4.6899 -2.9514 4.1142  0.14
H -1.1786 -2.7655 3.1407  0.08
H -0.6679 -0.1657 -3.0857  0.08
H -0.9458 -0.0953 -4.7604  0.10
H 2.4294 -0.5403 3.5142  0.10
H -2.3475 -0.1610 -3.6218  0.09
H 3.1071 3.7379 -2.3168  0.15
H -0.4050 -1.8731 0.2476  0.08
H -0.2834 5.3585 -0.4830  0.08
H 2.7716 0.8997 -0.0301  0.11
H 0.4083 3.0854 -3.3848  0.09
H -0.8650 -5.3761 -0.8262  0.13
H -1.1305 1.2666 4.8003  0.10
H 5.9049 0.9318 -0.9833  0.09
H 4.8909 0.6309 1.2495  0.16
H 0.3200 0.6495 7.0896  0.09
H 1.5129 3.3282 -0.3959  0.09
H -3.2497 -3.5136 1.7775  0.15
H -0.2986 -5.0142 -2.4992  0.14
H 5.7478 -0.7329 -1.4006  0.09
H 3.2922 -0.1886 -1.2455  0.14
H 2.4789 -0.5711 6.2538  0.10
H 6.8832 -0.1560 -0.0927  0.09
H -2.2826 -3.8990 3.9085  0.10
H 0.1841 0.5385 2.9077  0.08
H -1.6427 2.1294 -2.8039  0.11
H 0.9498 -3.0180 -0.0430  0.08

***

# 2
Formula: C24H34Cl9N3S
Source: OMol25
Level of theory: the ωB97M-V functional and the def2-TZVPD basis

The value obtained for the highest occupied orbital energy is -0.2931 Eh. For the LUMO energy, the calculation gives -0.16 eV.

Each line ends with the Löwdin charge.
Element x y z (Å)
Cl -8.8416 5.4397 -1.6375  0.53
Cl -1.1756 -2.0916 3.8491  0.60
Cl 1.8028 -4.7021 -0.6136  0.54
Cl 3.6118 -3.1585 -4.8432  0.54
Cl -0.9005 -5.3746 -2.5653  0.55
Cl 2.6724 -6.4131 -5.3783  0.59
Cl -6.2908 7.3343 -2.8879  0.53
Cl 1.3753 -0.2174 2.5946  0.61
Cl -4.8102 3.6480 1.4466  0.58
S 1.5864 -1.5735 -2.4534  0.72
N 0.4536 4.0496 1.2616  0.07
N -0.4445 -0.3339 -1.1219  0.11
N 1.4097 1.8980 -0.2629  0.17
C -4.2034 1.9169 1.5225  -0.58
C 0.8758 -0.2323 -1.4220  -0.51
C 1.1815 -0.7761 4.2744  -0.64
C 1.3054 -6.2944 -1.2351  -0.65
C -1.8388 3.0129 1.3674  -0.01
C -4.1226 1.5310 3.0775  -0.26
C 3.8672 2.7140 2.5585  0.06
C 0.5324 -2.1393 4.3500  -0.65
C 3.3419 0.8041 -1.3881  -0.14
C -2.2299 0.7977 0.1478  0.02
C -0.4683 2.9812 0.9204  -0.21
C -2.7411 1.8611 0.9747  -0.25
C 5.0586 1.1583 0.6154  -0.19
C -6.4893 6.7736 -1.2081  -0.67
C 4.3113 -5.7297 -5.4976  -0.65
C 0.0661 1.8509 0.0870  -0.17
C -7.1318 5.4075 -1.1339  -0.68
C 0.6829 -6.1927 -2.6070  -0.69
C 4.0961 0.1485 -0.1228  -0.20
C 4.2535 1.9834 1.6637  -0.15
C 1.8195 0.8400 -1.0001  -0.26
C -3.0888 0.3564 3.3182  -0.17
C 4.5580 -4.6273 -4.4889  -0.65
C -0.8010 0.7497 -0.3290  -0.20
H 5.6094 -4.3390 -4.5151  0.07
H 4.6323 -0.7830 -0.4555  0.11
H 5.8752 0.5927 1.1368  0.11
H 0.7336 -2.6586 -2.3521  -0.14
H 3.5306 0.2432 -2.3339  0.08
H -6.6094 4.6844 -1.7591  0.07
H -7.0727 7.5197 -0.6696  0.07
H -7.1121 5.0451 -0.1058  0.04
H 3.3263 -0.1939 0.6259  0.06
H 4.3173 -4.9450 -3.4742  0.07
H 0.6185 -6.7402 -0.5162  0.07
H 1.3239 -5.6506 -3.2977  0.00
H 4.4522 -5.3746 -6.5179  0.07
H -2.1793 3.8590 2.0038  0.09
H 1.0488 -2.8653 3.7227  0.07
H -4.9072 1.2118 1.0192  0.11
H 5.0072 -6.5507 -5.3226  0.07
H -5.1362 1.3046 3.5084  0.11
H 2.2022 -6.9137 -1.2779  0.07
H 5.5207 1.9071 -0.0855  0.11
H 2.1796 -0.8172 4.7123  0.07
H 0.7900 4.4263 0.3683  0.09
H -5.4926 6.7359 -0.7672  0.07
H 0.5133 -7.1913 -3.0116  0.07
H 3.7897 3.4574 3.3752  0.04
H 3.7582 1.8500 -1.4553  0.11
H -0.0594 4.7562 1.7899  0.08
H 0.5521 -2.5030 5.3782  0.07
H -2.9125 -0.0442 -0.1440  0.12
H 0.6028 -0.0271 4.8147  0.07
H -3.7488 2.4435 3.6149  0.09
H -3.3109 -0.2420 4.2432  0.05
H -3.0733 -0.3754 2.4609  0.06
H -2.0536 0.7776 3.4543  0.07

***

# 3
Formula: C24H34N2P2RhS2Se2Te2
Source: OMol25
Level of theory: the ωB97M-V functional and the def2-TZVPD basis

The value obtained for the highest occupied orbital energy (alpha / beta) is -0.3123 / -0.3368 Eh. As for the charge: +1. For the LUMO energy (alpha / beta), the calculation gives -5.14 / -4.12 eV.

Each line ends with the natural charge from an NBO analysis.
Element x y z (Å)
Te 4.0800 0.0134 3.1652  0.17
Te 2.7181 2.1486 4.0867  0.20
Rh 1.7210 1.8247 0.3122  -0.18
Se 3.2347 -0.1047 0.8911  -0.44
Se 2.7821 3.3786 1.9463  -0.37
S 0.0468 1.1264 1.8362  0.06
S 0.8244 0.2868 -1.2192  -0.01
P 3.1271 2.5840 -1.3451  1.24
P 0.2820 3.4597 -0.3637  1.27
N -1.5887 -0.9619 1.7159  -0.36
N -0.4886 -1.9604 -0.6379  -0.34
C -1.6660 -3.0890 4.4941  -0.24
C 1.0910 -3.2197 4.2249  -0.19
C -0.6166 -0.2733 1.0688  0.03
C -1.7417 -0.9364 3.1722  -0.25
C -2.1549 -3.4092 -3.4441  -0.23
C -0.9958 -2.0850 3.8100  0.02
C -2.2587 -2.0409 1.0048  -0.23
C 1.1703 4.5039 -1.5808  -0.76
C -3.5617 -1.0226 -3.4924  -0.20
C 4.5273 3.6484 -0.9144  -0.98
C -1.2353 -2.8503 0.2435  -0.24
C -2.3602 -1.1055 -2.8079  -0.24
C -3.3576 -3.3266 -4.1353  -0.20
C 2.0810 3.6227 -2.4371  -0.75
C -4.0630 -2.1345 -4.1587  -0.20
C -0.9640 -4.1550 5.0454  -0.20
C -0.3401 -2.3932 -2.0233  -0.26
C -0.3786 4.5943 0.8776  -0.98
C -0.1680 -0.7208 -0.2017  0.09
C 0.4130 -4.2226 4.9097  -0.20
C -1.2066 2.8916 -1.2239  -0.98
C 0.3910 -2.1570 3.6796  -0.25
C -1.6463 -2.3015 -2.7796  0.03
C 3.8685 1.3442 -2.4355  -0.98
H -1.6081 -4.3451 -3.4239  0.22
H 0.0131 -3.4260 -2.0156  0.22
H -1.9691 -0.2343 -2.2930  0.21
H -2.7435 -3.0376 4.6043  0.21
H 5.0664 3.9239 -1.8220  0.24
H -3.7433 -4.1965 -4.6501  0.23
H -2.8061 -0.9878 3.4058  0.22
H 0.4512 5.0551 -2.1901  0.25
H -2.9954 -1.6261 0.3104  0.22
H -0.9499 4.0177 1.6057  0.26
H 0.9188 -1.3705 3.1484  0.22
H -1.3697 0.0171 3.5396  0.25
H -1.0364 5.3190 0.3948  0.24
H -4.1091 -0.0890 -3.5113  0.22
H 4.1913 4.5506 -0.4044  0.26
H -0.9466 2.3766 -2.1468  0.25
H 0.4267 5.1060 1.3975  0.27
H 1.7533 5.2401 -1.0203  0.25
H 5.1943 3.1151 -0.2378  0.28
H 2.7048 4.2159 -3.1087  0.25
H -5.0011 -2.0692 -4.6933  0.23
H 2.1678 -3.2677 4.1214  0.23
H 4.3482 1.8293 -3.2866  0.25
H 1.4865 2.9419 -3.0536  0.24
H 4.6170 0.7810 -1.8774  0.27
H -1.7225 -3.6077 -0.3689  0.24
H -0.5505 -3.3424 0.9407  0.23
H -1.8458 3.7487 -1.4401  0.24
H -1.4954 -4.9314 5.5797  0.22
H 0.4342 -1.7907 -2.4943  0.25
H 0.9596 -5.0520 5.3384  0.22
H 3.1072 0.6498 -2.7884  0.25
H -1.7376 2.1940 -0.5748  0.25
H -2.7763 -2.6649 1.7309  0.24